C48H77F27O30S4 | ωB97M-V/def2-TZVPD

CARTESIAN COORDINATES (ANGSTROEM)
1 O -5.07628 -2.81900 2.35938
2 S -4.00717 -1.89943 2.33655
3 O -2.80275 -2.16573 1.56623
4 O -4.56235 -0.43897 1.98216
5 C -5.25131 -0.24960 0.66140
6 C -4.23708 -0.05212 -0.42257
7 C -3.38785 -1.53857 4.03115
8 H -5.96310 0.57800 0.71542
9 H -5.88539 -1.11569 0.52651
10 H -3.47899 0.63686 -0.09220
11 H -4.71334 0.34109 -1.32235
12 H -3.75271 -0.98275 -0.67099
13 H -2.71366 -2.36835 4.19581
14 H -4.26552 -1.46352 4.63793
15 H -2.76537 -0.62517 4.00408
16 O 3.54559 -7.41130 0.92493
17 S 4.73416 -6.69712 1.26702
18 O 5.74878 -6.37614 0.35801
19 O 4.20346 -5.36040 1.83273
20 C 4.99627 -4.18897 1.92794
21 C 4.08619 -3.23951 2.71762
22 C 5.43829 -7.59809 2.55051
23 H 5.27495 -3.77561 0.96163
24 H 5.91328 -4.34536 2.44229
25 H 3.89679 -3.66464 3.66964
26 H 3.07281 -3.11036 2.26620
27 H 4.45922 -2.21804 2.98749
28 H 5.70485 -8.50260 2.05504
29 H 4.59968 -7.86940 3.14818
30 H 6.21317 -7.14853 3.11160
31 O -5.29300 2.13982 -2.75776
32 S -4.69785 3.38585 -2.51885
33 O -4.58787 4.31326 -3.55038
34 O -5.53849 3.93243 -1.34559
35 C -5.41688 5.26520 -0.81934
36 C -6.49539 5.40408 0.16580
37 C -3.09882 3.09360 -1.77755
38 H -5.56647 5.94828 -1.63272
39 H -4.45836 5.37370 -0.39287
40 H -6.74113 6.38499 0.42266
41 H -6.17319 4.96532 1.09446
42 H -7.38115 4.87849 -0.19220
43 H -3.23174 2.32333 -1.01281
44 H -2.78167 4.02814 -1.32637
45 H -2.47081 2.65062 -2.57442
46 O -6.65761 -2.25524 -0.85907
47 S -6.53804 -3.65509 -1.20105
48 O -7.49915 -4.27618 -2.09362
49 O -5.16994 -4.05080 -1.76598
50 C -4.85055 -4.03837 -3.17916
51 C -3.43698 -3.46658 -3.28618
52 C -6.42926 -4.56320 0.33134
53 H -5.60199 -3.47901 -3.71911
54 H -4.84955 -5.05865 -3.58437
55 H -3.12809 -3.27310 -4.30546
56 H -2.73017 -4.19221 -2.92802
57 H -3.34532 -2.56145 -2.71693
58 H -6.70577 -5.63882 0.20021
59 H -7.09899 -4.08445 1.03396
60 H -5.40380 -4.55117 0.68314
61 C -2.31443 6.83661 3.18140
62 C -2.71042 5.72005 2.28862
63 O -2.32233 4.51388 3.03370
64 C -2.15830 3.32912 2.42572
65 O -2.26477 3.15327 1.20584
66 C -1.63686 2.28049 3.40447
67 F -0.31434 2.36136 3.57421
68 F -2.31420 2.43570 4.52333
69 F -1.91305 1.07783 2.96539
70 H -3.02464 7.01830 3.97510
71 H -2.22962 7.81623 2.64950
72 H -1.35243 6.71045 3.61973
73 H -2.18365 5.65429 1.33604
74 H -3.77711 5.62444 2.13913
75 C 3.97543 4.90612 2.52371
76 C 3.04116 6.08125 2.08703
77 O 2.53100 5.81751 0.73520
78 C 1.22850 5.72883 0.51839
79 O 0.34062 5.92958 1.31594
80 C 0.93681 5.30609 -0.88786
81 F -0.30062 5.60059 -1.38448
82 F 1.82236 5.66992 -1.84206
83 F 0.98855 3.97689 -0.76487
84 H 4.97746 4.96102 2.07328
85 H 3.48736 3.92944 2.40129
86 H 4.09420 5.07851 3.59634
87 H 3.56391 7.01305 1.98408
88 H 2.22770 6.17691 2.81782
89 C -1.15336 1.83061 -7.72262
90 C -1.30820 0.43087 -7.11378
91 O -2.74072 0.22607 -6.93256
92 C -3.15433 -1.01685 -6.54125
93 O -2.41089 -1.93620 -6.43579
94 C -4.62657 -0.96230 -6.18467
95 F -5.35184 -0.44432 -7.14558
96 F -5.11474 -2.21269 -6.00291
97 F -4.78995 -0.24722 -5.06593
98 H -0.11634 1.94628 -7.99330
99 H -1.39522 2.51084 -6.93675
100 H -1.71447 1.91998 -8.63098
101 H -0.75211 0.22201 -6.20303
102 H -0.92985 -0.31807 -7.82262
103 C 5.49873 -4.72264 -3.15920
104 C 6.11618 -3.74787 -2.17486
105 O 5.58915 -2.40458 -2.49765
106 C 4.39949 -2.07944 -2.05638
107 O 3.85065 -2.49464 -1.05068
108 C 3.70093 -1.10047 -3.00883
109 F 3.03436 -1.87944 -3.87449
110 F 2.82772 -0.28443 -2.38465
111 F 4.57408 -0.31524 -3.63030
112 H 5.92749 -4.55836 -4.15655
113 H 4.41820 -4.60483 -3.15936
114 H 5.60417 -5.75634 -2.82854
115 H 7.21387 -3.62620 -2.37351
116 H 5.87028 -3.85766 -1.12000
117 C 2.79135 1.19393 0.28441
118 C 3.91695 1.62071 -0.62188
119 O 5.06052 0.63348 -0.46535
120 C 5.83756 0.81122 0.60939
121 O 5.83492 1.71945 1.43153
122 C 6.79572 -0.38266 0.71484
123 F 7.57779 -0.43607 -0.33208
124 F 7.53772 -0.26523 1.82001
125 F 6.09871 -1.58439 0.74876
126 H 2.54767 0.13475 0.17418
127 H 1.91833 1.87199 0.10458
128 H 3.08449 1.25434 1.34620
129 H 4.24427 2.66511 -0.52468
130 H 3.66415 1.57228 -1.64839
131 C 0.81958 -1.64402 0.89201
132 C -0.25989 -0.63333 0.55702
133 O -0.43118 -0.76551 -0.94659
134 C -0.69027 0.34986 -1.64448
135 O -0.72089 1.52565 -1.22185
136 C -0.90916 -0.04256 -3.19764
137 F -2.19023 -0.20695 -3.54205
138 F -0.35805 0.88326 -4.02766
139 F -0.30475 -1.20617 -3.45766
140 H 0.65731 -2.67358 0.58867
141 H 0.86125 -1.65024 1.98455
142 H 1.78516 -1.38121 0.43716
143 H 0.01607 0.35570 0.70287
144 H -1.20802 -0.89011 1.05151
145 C -0.07698 2.80283 7.83120
146 C 1.04487 2.87522 6.90785
147 O 1.66036 1.54420 6.88638
148 C 2.30159 1.19026 5.80181
149 O 2.62591 1.88816 4.91431
150 C 2.51723 -0.35436 5.76385
151 F 1.36902 -0.89412 5.20960
152 F 3.49242 -0.66827 4.95175
153 F 2.73030 -0.86651 6.97773
154 H 0.08321 2.36217 8.80677
155 H -0.78515 2.07961 7.39535
156 H -0.67171 3.74505 7.84283
157 H 1.83488 3.57597 7.22174
158 H 0.67290 3.21969 5.95321
159 C 2.35601 2.82152 -4.39237
160 C 3.65212 3.65288 -4.19685
161 O 4.73425 3.01967 -5.00962
162 C 5.70014 2.36789 -4.41991
163 O 5.95858 2.30508 -3.21474
164 C 6.53472 1.66760 -5.51943
165 F 7.72049 1.29543 -5.00284
166 F 5.86199 0.63706 -6.01388
167 F 6.83713 2.51699 -6.54882
168 H 2.57321 1.73210 -4.17484
169 H 2.01496 2.88993 -5.42780
170 H 1.51513 3.06101 -3.72249
171 H 3.90341 3.74298 -3.18483
172 H 3.63558 4.70810 -4.63714
173 C -0.43058 -4.59013 2.77817
174 C -1.80932 -5.17021 2.48581
175 O -2.71266 -4.98379 3.64026
176 C -3.90562 -5.63945 3.64924
177 O -4.36705 -6.30929 2.81195
178 C -4.71182 -5.36179 4.95220
179 F -4.40954 -4.17101 5.44904
180 F -6.02991 -5.41329 4.77785
181 F -4.37334 -6.30451 5.88078
182 H 0.16832 -4.66208 1.88739
183 H 0.09508 -5.22588 3.53443
184 H -0.35335 -3.51857 2.99128
185 H -1.74468 -6.20106 2.30105
186 H -2.30083 -4.69522 1.63408

Computed properties:
**LUMO**: 0.131 eV
**M**: 1775.328 Da
**Spin multiplicity**: 1
**Charge**: 0

Atom charges from the Mulliken analysis, given in e for atoms 1 to 6: number 1, O, carries -0.528; number 2, S, carries 1.123; number 3, O, carries -0.804; number 4, O, carries -0.241; number 5, C, carries -1.016; number 6, C, carries 0.485

=====

C48H80N15O3 | ωB97M-V/def2-TZVPD

CARTESIAN COORDINATES (ANGSTROEM)
1 C -0.98547 -3.29372 -3.56371
2 N -0.15850 -2.11353 -3.86360
3 C -0.54729 -1.26986 -4.81790
4 C 0.18695 -0.11277 -5.04340
5 C 1.25045 0.23546 -4.20052
6 C 1.66901 -0.73541 -3.30607
7 C 0.92080 -1.86582 -3.15303
8 C 1.98793 1.51335 -4.42737
9 C 2.52551 2.24000 -3.31137
10 C 3.21923 3.40279 -3.59411
11 N 3.56159 3.75873 -4.83143
12 C 3.01246 3.13742 -5.87996
13 C 2.28002 1.97161 -5.71026
14 C 4.44518 4.92019 -5.06901
15 H -0.38737 -4.08357 -3.11850
16 H -1.44800 -3.61908 -4.49046
17 H -1.74462 -2.98682 -2.84021
18 H -1.30767 -1.57379 -5.51552
19 H -0.15031 0.52186 -5.86649
20 H 2.54161 -0.61037 -2.68228
21 H 1.18584 -2.64236 -2.45691
22 H 2.32315 1.96402 -2.28861
23 H 3.68239 3.96501 -2.79720
24 H 3.37565 3.48265 -6.84089
25 H 2.17395 1.35864 -6.60346
26 H 4.00308 5.73392 -4.49238
27 H 4.41407 5.16318 -6.13688
28 H 5.47360 4.60756 -4.85667
29 C 0.89562 6.70900 -3.72153
30 C -0.20768 5.98370 -4.50648
31 N -0.90359 5.01599 -3.67050
32 C -1.68774 5.31021 -2.56085
33 C -2.06664 4.13459 -1.99999
34 N -1.45743 3.08650 -2.67909
35 C -0.77057 3.67162 -3.73254
36 C -1.58052 1.68453 -2.39035
37 H 0.54337 7.47602 -3.01257
38 H 1.57078 7.14662 -4.45609
39 H 1.53439 5.94030 -3.27272
40 H 0.24179 5.47137 -5.37103
41 H -0.98448 6.67581 -4.83223
42 H -2.03292 6.32801 -2.42488
43 H -2.84284 3.89647 -1.29287
44 H -0.14538 3.13737 -4.42817
45 H -2.54030 1.56127 -1.90323
46 H -0.75286 1.42657 -1.72702
47 H -1.62266 1.17860 -3.35144
48 C 6.05512 2.83120 1.35506
49 C 5.47435 3.76252 0.36267
50 N 4.01132 3.89312 0.40922
51 C 3.12646 2.89302 0.70195
52 C 1.83165 3.40705 0.60720
53 N 1.95831 4.71987 0.26138
54 C 3.29228 5.01021 0.17069
55 C 0.90725 5.66149 0.17711
56 H 7.13763 2.81966 1.20558
57 H 5.71784 1.80949 1.18413
58 H 5.84346 3.17725 2.36455
59 H 5.67724 3.39900 -0.64182
60 H 5.85363 4.77817 0.45670
61 H 3.40269 1.86518 0.85879
62 H 0.89889 2.88162 0.73647
63 H 3.72478 5.98352 0.03114
64 H 0.16480 5.22931 -0.49721
65 H 1.18663 6.65517 -0.19005
66 H 0.61153 5.90876 1.20815
67 C 3.40991 -0.44309 3.43145
68 C 3.77879 -1.21847 2.17421
69 N 3.86201 -2.65864 2.41990
70 C 4.55686 -3.24898 3.48575
71 C 4.42532 -4.61452 3.35993
72 N 3.66802 -4.81942 2.21592
73 C 3.36141 -3.66877 1.63393
74 C 3.26051 -6.15234 1.78756
75 H 2.97270 -1.11227 4.18420
76 H 2.65201 0.31654 3.18971
77 H 4.22265 0.06378 3.93235
78 H 4.77889 -0.97377 1.80610
79 H 3.06116 -1.06260 1.37014
80 H 5.10085 -2.66757 4.22180
81 H 4.85175 -5.39592 3.96763
82 H 2.85300 -3.52650 0.68444
83 H 3.21844 -6.77867 2.67564
84 H 3.98446 -6.56402 1.08319
85 H 2.25450 -6.13500 1.39458
86 C -7.43449 -4.63098 0.45914
87 C -7.14248 -3.60253 -0.66377
88 N -5.70026 -3.29552 -0.64585
89 C -4.68750 -4.17051 -0.89785
90 C -3.50535 -3.50018 -0.82938
91 N -3.79228 -2.17487 -0.53931
92 C -5.15044 -2.08606 -0.42339
93 C -2.86124 -1.11544 -0.40017
94 H -8.52065 -4.68505 0.55016
95 H -7.07996 -4.25819 1.41583
96 H -7.10421 -5.65059 0.23591
97 H -7.75577 -2.70213 -0.54757
98 H -7.42463 -3.95554 -1.66786
99 H -4.83288 -5.22905 -1.02791
100 H -2.48234 -3.83841 -0.94318
101 H -5.68798 -1.15673 -0.35452
102 H -3.33878 -0.12885 -0.52100
103 H -2.22148 -1.28692 -1.26522
104 H -2.30302 -1.07875 0.54665
105 C -1.73505 -4.36819 1.92367
106 C -0.23213 -4.39013 2.18988
107 N 0.15108 -3.84084 3.46910
108 C 0.37162 -2.46638 3.72026
109 C 0.66882 -2.31866 5.04779
110 N 0.50732 -3.56482 5.59976
111 C 0.22534 -4.45422 4.64314
112 C 0.75722 -3.83149 7.03504
113 H -2.26144 -4.80357 2.77849
114 H -1.98999 -4.88459 0.99649
115 H -2.02956 -3.31465 1.81005
116 H 0.22545 -3.71532 1.46483
117 H 0.24053 -5.36724 2.11051
118 H 0.50301 -1.80900 2.87123
119 H 0.98720 -1.45435 5.62267
120 H 0.14313 -5.52251 4.76096
121 H 0.43821 -4.84187 7.27076
122 H 0.19740 -3.08650 7.59986
123 H 1.83495 -3.75641 7.16573
124 C -3.46354 2.55156 1.06575
125 C -3.44504 2.32599 2.55135
126 N -3.43056 0.89251 2.91088
127 C -2.55971 0.28042 3.77118
128 C -3.00067 -1.02611 3.96923
129 N -4.12898 -1.17179 3.25876
130 C -4.40582 0.00767 2.64499
131 C -4.93595 -2.34893 3.18082
132 H -4.35308 2.08921 0.63704
133 H -2.55729 2.14010 0.61043
134 H -3.48685 3.61112 0.82230
135 H -4.21729 2.85105 3.10537
136 H -2.49231 2.68544 2.92495
137 H -1.76002 0.77063 4.28697
138 H -2.56225 -1.80564 4.55775
139 H -5.32455 0.19794 2.12266
140 H -4.92303 -2.86742 4.16839
141 H -4.50453 -3.15281 2.57098
142 H -5.91263 -2.04837 2.77884
143 N 0.42554 -0.12787 0.24879
144 O 1.46634 0.31979 -0.29980
145 O 0.30858 -1.37790 0.27757
146 O -0.55637 0.61116 0.58548

Computed properties:
**LUMO**: -16.265 eV
**M**: 915.270 Da
**Spin multiplicity**: 1
**Charge**: +7

Atom charges from the Mulliken analysis, given in e for atoms 1 to 6: number 1, C, carries -1.015; number 2, N, carries 0.171; number 3, C, carries -0.573; number 4, C, carries -0.828; number 5, C, carries 0.886; number 6, C, carries -0.311

=====

| no. | gap between HOMO and LUMO (eV) | maximum force (eV Å⁻¹) | HOMO (eV) |
| --- | --- | --- | --- |
| 1 | 10.429 | 4.3 | -10.3 |
| 2 | 7.450 | 4.1 | -23.7 |